{"formula": "C34H28BrN2O6PSV", "method": "ωB97M-V/def2-TZVPD", "elements": ["V", "O", "C", "C", "C", "C", "C", "C", "C", "O", "N", "N", "C", "C", "Br", "C", "C", "C", "C", "C", "C", "C", "H", "H", "H", "H", "H", "H", "H", "H", "H", "H", "H", "H", "H", "H", "C", "C", "C", "C", "C", "C", "P", "C", "C", "C", "C", "C", "C", "C", "C", "C", "C", "C", "C", "H", "H", "H", "H", "H", "H", "H", "H", "H", "H", "H", "H", "H", "H", "O", "S", "O", "O", "O"], "positions_angstrom": [[-1.512, 0.360, -0.528], [3.028, 1.625, -3.616], [2.767, 0.289, -3.775], [3.498, -0.539, -4.608], [3.161, -1.884, -4.682], [2.111, -2.395, -3.935], [1.384, -1.552, -3.106], [1.706, -0.207, -3.021], [0.950, 0.774, -2.176], [-0.203, 0.182, -1.612], [1.705, 1.250, -1.017], [0.932, 1.515, 0.093], [1.388, 2.355, 0.935], [0.801, 2.506, 2.267], [-0.205, 1.035, 2.885], [1.014, 3.548, 3.072], [1.708, 4.782, 2.669], [2.519, 5.441, 3.593], [3.192, 6.597, 3.234], [3.050, 7.116, 1.953], [2.225, 6.481, 1.036], [1.554, 5.320, 1.391], [3.725, 1.910, -4.217], [4.321, -0.141, -5.190], [3.730, -2.534, -5.334], [1.853, -3.443, -3.999], [0.557, -1.944, -2.529], [0.580, 1.604, -2.790], [2.379, 1.966, -1.264], [2.278, 2.951, 0.731], [0.650, 3.496, 4.092], [2.625, 5.042, 4.594], [3.823, 7.099, 3.956], [3.570, 8.023, 1.676], [2.088, 6.897, 0.047], [0.870, 4.857, 0.689], [-3.109, -2.888, 4.584], [-3.867, -2.158, 3.675], [-3.353, -1.857, 2.427], [-2.071, -2.296, 2.089], [-1.306, -3.017, 3.002], [-1.832, -3.313, 4.251], [-1.426, -1.909, 0.467], [0.098, -2.787, 0.146], [0.084, -4.067, -0.406], [1.283, -4.708, -0.672], [2.488, -4.077, -0.385], [2.502, -2.805, 0.169], [1.306, -2.155, 0.434], [-2.663, -2.199, -0.776], [-3.570, -3.226, -1.028], [-4.541, -2.989, -1.984], [-4.631, -1.751, -2.629], [-3.770, -0.704, -2.334], [-2.778, -0.970, -1.398], [-3.517, -3.124, 5.558], [-4.860, -1.819, 3.941], [-3.943, -1.278, 1.727], [-0.308, -3.348, 2.742], [-1.243, -3.877, 4.961], [-0.851, -4.558, -0.646], [1.280, -5.699, -1.107], [3.421, -4.581, -0.599], [3.441, -2.312, 0.381], [1.318, -1.150, 0.843], [-3.527, -4.164, -0.488], [-5.262, -3.759, -2.224], [-5.418, -1.592, -3.356], [-3.881, 0.264, -2.799], [-4.568, 2.207, -0.155], [-3.168, 2.233, 0.034], [-2.407, 1.765, -1.311], [-2.681, 0.927, 0.797], [-2.493, 3.363, 0.557]], "e_homo_ev": -10.6868, "charge": 1, "e_above_lowest_kcal_mol": 16.8, "orbital_gap_ev": 5.8}